68
Properties=species:S:1:pos:R:3:lowdin_spin:R:1 method="wB97M-V/def2-TZVPD" homo_lumo_gap_ev="8.06 / 9.34" charge=+1 relative_energy_kj_mol=0.00 multiplicity=5
H 1.684 -2.071 -6.325 0.000
C 3.658 0.818 3.005 0.000
C 2.993 0.692 4.361 0.000
O 1.608 -0.226 -3.874 0.001
O 1.329 1.297 -2.264 0.026
O -0.989 2.955 -1.858 0.036
H 4.490 1.517 3.070 0.000
O -0.165 2.697 1.063 0.028
C -0.615 -1.702 4.150 0.000
H 3.917 -1.347 3.092 0.000
O -0.637 4.336 2.495 0.003
H 3.695 0.377 5.127 0.000
C 1.399 1.033 -3.423 0.006
H 2.069 0.107 4.347 0.000
O 2.783 1.318 2.005 0.003
H -1.227 -3.648 3.358 0.000
H -3.559 4.229 2.325 0.000
C 1.931 -0.189 -5.268 0.000
C -1.525 -2.604 3.337 0.000
C -0.967 -4.640 -3.978 0.000
C -0.901 3.198 1.883 0.009
O -2.252 1.356 -1.159 0.006
C 1.083 -1.204 -6.051 0.000
O -1.055 -2.448 -2.882 0.001
O -1.369 -2.109 1.996 0.002
O -0.872 -0.094 1.179 0.029
O -2.125 2.737 2.149 0.002
O -0.597 -0.524 3.358 0.001
O 1.353 1.917 -4.412 0.002
H -3.915 2.369 -1.978 0.000
C -0.942 -0.851 2.096 0.007
C -2.826 3.720 2.951 0.000
H 0.620 -4.579 -1.884 0.000
O -0.423 -0.813 -1.515 0.018
H 2.982 -0.391 -5.479 0.000
H -0.940 -1.465 5.156 0.000
O 1.635 0.492 0.267 0.016
C 2.440 0.395 1.135 0.007
O -3.279 3.081 -2.171 0.003
H 0.237 -1.536 -5.453 0.000
Cr -0.139 1.278 -0.498 3.777
O -0.126 -2.949 -0.937 0.001
C -0.363 -4.213 -1.578 0.000
H -2.804 2.266 4.535 0.000
C -3.517 2.947 4.056 0.000
H -1.705 -4.509 -4.769 0.000
H 2.676 1.756 -5.966 0.000
C -0.519 -1.975 -1.751 0.003
C 1.753 1.284 -5.621 0.000
O 3.204 -0.708 1.298 0.002
H -1.957 5.727 3.353 0.000
H -1.007 -5.697 -3.697 0.000
C -1.732 4.670 3.396 0.000
H -4.228 2.202 3.687 0.000
H -0.732 -4.975 -0.894 0.000
H 0.757 -0.754 -6.988 0.000
H -2.567 -2.491 3.636 0.000
C 4.095 -0.538 2.387 0.000
H -4.064 3.486 4.827 0.000
H 5.139 -0.478 2.084 0.000
H -1.325 4.348 4.357 0.000
H 1.049 1.510 -6.426 0.000
H -2.347 -3.968 -2.426 0.000
C -2.138 2.495 -1.721 0.009
H 2.522 1.631 4.680 0.000
F 0.644 -2.214 4.184 0.000
H 0.015 -4.470 -4.416 0.000
C -1.306 -3.861 -2.724 0.000

---

97
Properties=species:S:1:pos:R:3:lowdin_charge:R:1 method="wB97M-V/def2-TZVPD" homo_lumo_gap_ev=5.84 charge=-1 multiplicity=1
C -5.686 1.191 1.387 -0.077
C 7.073 -5.101 5.697 -0.096
C 5.738 -5.125 5.304 -0.091
H -1.067 0.476 -0.658 0.001
H -1.994 -2.896 3.064 -0.027
N 1.155 -0.826 -1.296 0.034
H -3.755 -0.846 2.981 0.060
H -4.298 4.901 -4.009 0.100
C -3.615 -0.450 1.900 -0.362
H -0.923 0.710 1.155 0.046
H -5.522 -2.420 0.603 0.041
H -0.428 -4.647 4.815 0.100
C 5.051 3.751 0.889 -0.095
C 2.409 -4.334 6.652 -0.120
H -1.714 5.853 -4.817 0.096
H 5.195 -4.195 5.171 0.089
H 1.865 5.913 -7.181 0.096
H -3.422 -3.136 0.974 -0.122
H 5.298 -8.483 5.082 0.099
H -7.581 2.537 0.868 0.075
C -0.978 4.116 -7.638 -0.092
C -7.391 -1.123 0.067 -0.072
C 0.787 -0.477 0.125 -0.683
H -2.042 -0.730 -3.300 0.007
H -3.115 0.581 1.996 0.041
Br -3.761 1.101 -1.698 0.259
H 1.115 1.361 1.133 0.053
N 1.293 -1.506 1.081 0.008
H 8.063 4.205 -0.608 0.095
C 7.772 -6.294 5.861 -0.106
H 1.937 -0.245 -1.619 0.055
C 1.241 -4.899 6.147 -0.104
H 2.535 0.560 0.756 0.043
H -5.118 2.067 1.856 0.087
H 7.680 -8.439 5.760 0.096
H -8.994 0.516 -0.302 0.068
C 4.513 2.803 0.024 -0.089
H -1.414 3.390 -8.316 0.100
C -4.918 2.879 -4.397 -0.116
H -5.663 0.968 -5.043 0.105
H 0.873 4.249 -8.725 0.096
H -6.619 4.304 -7.567 0.094
H -6.744 1.879 -7.078 0.096
H 4.476 4.095 1.743 0.099
C 2.047 -2.375 5.294 -0.090
N 1.592 0.793 0.416 0.004
C 6.327 4.259 0.660 -0.107
H -2.701 4.181 -6.354 0.082
H 0.323 -0.745 -1.893 0.035
H 3.006 -4.878 7.377 0.099
H 4.058 -6.360 4.778 0.102
C 5.249 2.365 -1.072 -0.089
O -2.185 -1.571 -2.804 -0.572
P -3.344 -1.135 -1.562 0.275
H 7.569 -4.153 5.875 0.098
C 0.884 -2.944 4.782 -0.093
C -6.212 2.542 -6.403 -0.101
H 1.068 -1.203 2.039 0.048
C -4.838 4.239 -4.679 -0.112
H 3.519 2.405 0.205 0.069
C -6.139 3.904 -6.680 -0.108
C 0.306 4.601 -7.869 -0.104
C -5.604 2.029 -5.261 -0.082
Nb -2.222 -1.765 0.666 1.172
C -5.449 4.752 -5.819 -0.116
H 3.718 -2.628 6.625 0.096
C 6.527 2.868 -1.299 -0.102
H 0.290 -2.404 4.048 0.045
H -0.542 -3.044 2.297 -0.045
C -5.082 -0.265 1.302 -0.313
H 4.827 1.631 -1.750 0.101
C -7.110 1.487 0.812 -0.095
Br -0.790 -3.544 -0.676 -0.042
H 2.322 -1.585 0.985 0.071
N -1.284 -2.353 2.541 -0.282
H 0.567 6.724 -5.234 0.098
C 0.480 -4.205 5.211 -0.086
C 5.797 -7.534 5.251 -0.097
H -4.446 2.478 -3.505 -0.056
H -7.966 -1.986 -0.415 0.079
C 5.099 -6.342 5.082 -0.089
C 0.135 5.990 -5.907 -0.100
C 7.134 -7.509 5.635 -0.106
H 8.813 -6.275 6.163 0.096
C 7.066 3.814 -0.432 -0.109
C 2.810 -3.070 6.227 -0.121
H 2.359 -1.389 4.964 0.098
C -0.751 -0.068 0.311 -0.345
H -5.388 5.814 -6.038 0.098
C -7.956 0.342 0.147 -0.102
H 6.745 5.000 1.333 0.095
C -1.148 5.502 -5.673 -0.089
C 0.863 5.536 -7.002 -0.105
C -1.703 4.564 -6.538 -0.083
H 0.925 -5.881 6.483 0.097
H 7.102 2.523 -2.152 0.097
C -5.966 -1.362 0.669 -0.104

---

13
Properties=species:S:1:pos:R:3:nbo_charge:R:1 method="wB97M-V/def2-TZVPD" homo_lumo_gap_ev=11.40 charge=+1 relative_energy_kj_mol=79.69 multiplicity=1
H 0.707 -0.606 -3.035 0.510
H 0.193 -0.884 0.578 0.545
O 1.063 -0.014 -2.366 -0.943
O -1.353 2.626 1.298 -0.950
H 0.214 -2.958 0.416 0.511
H 0.497 -0.138 -1.002 0.547
H 0.621 0.648 0.468 0.544
O -0.019 -2.269 1.043 -0.947
O 0.176 -0.058 -0.034 -0.818
H -2.264 2.758 1.606 0.481
H -0.363 -2.708 1.825 0.526
H 1.428 0.698 -2.906 0.524
H -0.901 2.904 2.108 0.469

---

8
Properties=species:S:1:pos:R:3:lowdin_spin:R:1 method="wB97M-V/def2-TZVPD" homo_lumo_gap_ev="6.37 / 7.18" charge=0 multiplicity=5
H 0.777 0.071 1.413 0.017
H 1.416 -0.655 -0.841 0.001
H -0.926 -0.862 -1.353 0.080
Fe -1.509 -0.384 0.263 3.793
C 1.063 0.396 -0.687 0.019
C 0.320 0.576 0.549 0.073
H 0.016 1.622 0.708 0.017
O 1.595 1.307 -1.358 0.000

---

Computed values of calculated total energy (unit: eV) for the preceding records, in sequence: -89186.30668 -200165.26067 -8329.29910 -38568.26512.